{"formula": "C4H5ClFP", "method": "wB97M-V/def2-TZVPD", "spin_multiplicity": 3, "lumo_energy_ev": [0.32, -4.03], "species": ["C", "C", "C", "C", "F", "P", "Cl", "H", "H", "H", "H", "H"], "xyz": [[-1.4283, 0.8036, -0.1723], [-0.8203, 0.6315, 0.9837], [-0.6149, -0.1887, -1.0553], [0.2099, -0.5775, 0.2304], [2.4127, -1.3311, -0.5705], [1.9284, 0.1588, -0.1357], [2.7467, 0.3785, 1.7386], [-2.2787, 1.5896, -0.4478], [-1.0884, 0.8784, 1.9350], [-1.1627, -1.0407, -1.4372], [0.0897, 0.2393, -1.8131], [0.0059, -1.5416, 0.7441]], "mulliken_spin": [0.3546, 0.5707, 0.0595, 0.0964, 0.0638, 0.6084, 0.0893, 0.0041, 0.0619, 0.0206, 0.0384, 0.0325]}

***

{"formula": "C8H15N2", "method": "wB97M-V/def2-TZVPD", "charge": 1, "smiles": "C=C(C)CCCN=C=[NH+]C", "spin_multiplicity": 1, "lumo_energy_ev": -3.56, "species": ["C", "C", "C", "C", "C", "C", "N", "C", "N", "C", "H", "H", "H", "H", "H", "H", "H", "H", "H", "H", "H", "H", "H", "H", "H"], "xyz": [[-2.7417, -0.0669, 1.0988], [-1.8281, -0.5929, 0.3495], [-1.1953, -1.8385, 0.8183], [-1.3352, -0.0186, -0.9425], [-1.0201, 1.5026, -0.9435], [-0.2795, 1.9667, 0.3674], [0.9631, 1.2909, 0.5252], [1.7072, 0.3996, 0.3664], [2.6827, -0.4465, 0.4198], [3.9987, -0.1786, -0.1721], [-3.1137, -0.6813, 1.8456], [-3.3525, 0.7561, 0.8385], [-1.5597, -2.0813, 1.8103], [-0.0320, -1.5822, 0.9168], [-1.1539, -2.6637, 0.1405], [-2.1293, -0.4232, -1.5882], [-0.4314, -0.6900, -1.3204], [-1.8738, 2.1712, -0.9681], [-0.3310, 1.8321, -1.7209], [0.1888, 3.0065, 0.4216], [-0.8161, 1.9719, 1.2920], [2.6982, -1.3912, 0.8036], [4.4631, 0.7066, 0.3580], [3.8906, 0.1228, -1.1814], [4.5730, -1.0628, -0.1208]], "nbo_charge": [-0.4138, 0.0082, -0.5982, -0.4660, -0.3986, -0.2483, -0.2478, 0.7289, -0.6028, -0.4016, 0.2035, 0.2021, 0.2337, 0.1501, 0.2302, 0.2717, 0.2029, 0.2438, 0.2282, 0.2557, 0.2654, 0.4678, 0.2267, 0.2216, 0.2367]}

***

{"formula": "C6H10ClN4O2S", "method": "wB97M-V/def2-TZVPD", "charge": 1, "spin_multiplicity": 1, "lumo_energy_ev": -4.39, "species": ["C", "C", "C", "C", "C", "C", "N", "N", "N", "N", "O", "O", "S", "Cl", "H", "H", "H", "H", "H", "H", "H", "H", "H", "H"], "xyz": [[-0.7856, 2.8875, -1.6026], [-0.5306, 0.2509, 0.8267], [-1.4698, 0.7910, 1.8501], [-0.1192, 1.3433, -0.1803], [-0.3584, -3.5576, -0.5987], [0.9437, -2.8076, -0.1408], [-0.9362, 2.3965, -0.4197], [-0.2322, -0.9823, 0.7781], [0.5630, 0.9857, -1.3185], [1.1429, 2.3528, 0.9244], [-1.6278, 1.9535, 2.0517], [0.7326, -1.3946, -0.0477], [0.4193, 2.0550, -2.5657], [-2.4082, -0.4103, 2.7167], [-1.4215, 3.7433, -1.9869], [-1.1145, -3.2836, 0.0450], [-0.3935, -3.5630, -1.6954], [-0.3453, -4.6263, -0.2594], [1.5347, -2.7649, -1.0903], [1.3726, -3.2860, 0.8456], [1.0311, 0.0736, -1.2838], [0.4531, 2.7634, 1.5406], [1.5504, 3.2223, 0.4688], [1.9992, 1.8574, 1.1423]], "nbo_charge": [-0.0547, -0.0007, 0.5039, 0.4808, -0.6651, -0.0835, -0.4653, 0.0209, -0.7563, -0.9467, -0.4704, -0.3765, 0.6244, 0.0253, 0.2763, 0.2383, 0.2305, 0.2436, 0.2126, 0.2246, 0.4708, 0.4424, 0.4048, 0.4199]}

***

{"formula": "C3H10N2O", "method": "wB97M-V/def2-TZVPD", "smiles": "C=CN.NCO", "spin_multiplicity": 1, "lumo_energy_ev": 0.74, "species": ["C", "C", "N", "H", "H", "H", "H", "H", "N", "C", "O", "H", "H", "H", "H", "H"], "xyz": [[1.6308, -1.6842, -0.5199], [0.7472, -1.8658, 0.4509], [-0.6406, -1.8598, 0.2589], [2.6843, -1.5621, -0.2906], [1.3418, -1.5389, -1.5532], [1.1471, -2.1353, 1.4272], [-1.1303, -2.0708, 1.1150], [-0.9530, -0.9666, -0.1093], [0.5499, 1.7460, -0.3614], [-0.8049, 2.0753, -0.0147], [-1.6604, 0.9344, -0.1477], [1.0515, 1.4100, 0.4541], [0.5660, 0.9420, -0.9844], [-0.8264, 2.4532, 1.0107], [-1.1428, 2.8634, -0.6902], [-2.5602, 1.2591, -0.0452]], "nbo_charge": [-0.5136, 0.0014, -0.8381, 0.2012, 0.1921, 0.1774, 0.3646, 0.4068, -0.8341, 0.0913, -0.7548, 0.3607, 0.3700, 0.1522, 0.1475, 0.4753]}

***

{"formula": "C48H58Br2N3O2P2TeTi", "method": "wB97M-V/def2-TZVPD", "charge": 1, "spin_multiplicity": 1, "lumo_energy_ev": -3.85, "species": ["Ti", "O", "C", "C", "C", "C", "C", "C", "C", "O", "N", "N", "C", "C", "Br", "C", "C", "C", "C", "C", "C", "C", "H", "H", "H", "H", "H", "H", "H", "H", "H", "H", "H", "H", "H", "H", "C", "C", "C", "P", "C", "C", "C", "C", "C", "C", "C", "C", "C", "N", "C", "C", "C", "C", "C", "C", "P", "C", "C", "C", "C", "C", "C", "H", "H", "H", "H", "H", "H", "H", "H", "H", "H", "H", "H", "H", "H", "H", "H", "H", "H", "H", "H", "H", "H", "H", "H", "H", "H", "H", "H", "H", "H", "H", "H", "H", "H", "H", "H", "Br", "C", "Te", "C", "C", "C", "C", "C", "C", "C", "H", "H", "H", "H", "H", "H", "H", "H"], "xyz": [[0.4435, 0.9691, 0.3634], [4.5278, -1.8753, -2.0715], [3.3415, -2.4770, -2.3591], [3.4064, -3.5892, -3.1957], [2.2635, -4.2821, -3.5416], [1.0257, -3.8657, -3.0655], [0.9577, -2.7794, -2.2150], [2.1033, -2.0728, -1.8497], [2.0054, -0.9873, -0.7995], [0.9542, -0.1099, -0.9379], [1.8756, -1.6525, 0.5327], [0.5912, -2.0402, 0.7648], [0.3771, -3.1822, 1.2911], [-0.9624, -3.6857, 1.5196], [-2.3592, -2.7665, 0.5896], [-1.3001, -4.7717, 2.2244], [-0.4217, -5.5451, 3.1004], [0.5866, -4.9548, 3.8673], [1.3792, -5.7274, 4.6995], [1.1739, -7.0961, 4.7906], [0.1583, -7.6891, 4.0528], [-0.6392, -6.9203, 3.2251], [4.4202, -1.0080, -1.6718], [4.3796, -3.8950, -3.5561], [2.3378, -5.1594, -4.1700], [0.1253, -4.4028, -3.3307], [0.0066, -2.4619, -1.8103], [2.9425, -0.4203, -0.7498], [2.5601, -2.4023, 0.6297], [1.2003, -3.8498, 1.5562], [-2.3249, -5.1173, 2.1534], [0.7181, -3.8794, 3.8430], [2.1597, -5.2603, 5.2856], [1.7870, -7.6963, 5.4488], [-0.0151, -8.7544, 4.1228], [-1.4286, -7.3815, 2.6447], [-2.1019, -0.0419, 3.0909], [-0.7526, -0.6141, 3.5215], [-0.7415, -0.9236, 5.0154], [0.5944, 0.4962, 2.8580], [2.1198, -0.1083, 3.7719], [3.3979, 0.1123, 2.9606], [2.3270, 0.4791, 5.1659], [0.1591, 2.1863, 3.3783], [0.0226, 2.5840, 4.7093], [-0.2883, 3.8882, 5.0371], [-0.4998, 4.8116, 4.0220], [-0.4395, 4.4252, 2.6997], [-0.1091, 3.1095, 2.3372], [-0.1466, 2.6692, 1.0212], [-0.2674, 3.5571, -0.0665], [0.4837, 4.7248, -0.2040], [0.3243, 5.5224, -1.3215], [-0.5655, 5.1557, -2.3237], [-1.2923, 3.9814, -2.2151], [-1.1538, 3.1687, -1.0952], [-1.9514, 1.5583, -0.6952], [-3.5109, 2.1608, 0.1651], [-4.3957, 3.0071, -0.7481], [-3.2215, 2.9406, 1.4447], [-2.6985, 0.6565, -2.1602], [-3.0240, 1.4431, -3.4284], [-1.8017, -0.5253, -2.5392], [-2.8951, -0.7759, 3.2342], [-2.0899, 0.2344, 2.0325], [-2.3439, 0.8394, 3.6872], [-0.5887, -1.5546, 2.9964], [-0.9716, -0.0392, 5.6100], [0.2096, -1.3407, 5.3430], [-1.5118, -1.6694, 5.2203], [1.9428, -1.1875, 3.8511], [3.6460, 1.1722, 2.9171], [3.3008, -0.2622, 1.9470], [4.2291, -0.4063, 3.4423], [2.5448, 1.5446, 5.1019], [3.1908, -0.0116, 5.6169], [1.4803, 0.3284, 5.8310], [0.1572, 1.8675, 5.5049], [-0.3719, 4.1845, 6.0733], [-0.7187, 5.8435, 4.2622], [-0.6732, 5.1437, 1.9286], [1.2083, 4.9891, 0.5539], [0.9099, 6.4262, -1.4216], [-0.6753, 5.7772, -3.2025], [-1.9717, 3.7115, -3.0092], [-4.0423, 1.2398, 0.4310], [-3.8346, 3.8393, -1.1759], [-5.2091, 3.4300, -0.1568], [-4.8410, 2.4219, -1.5499], [-2.7904, 3.9143, 1.2084], [-2.5420, 2.4171, 2.1097], [-4.1514, 3.1105, 1.9897], [-3.6201, 0.2498, -1.7271], [-2.1010, 1.7103, -3.9457], [-3.6120, 2.3395, -3.2461], [-3.6006, 0.8004, -4.0957], [-0.9417, -0.1706, -3.1058], [-2.3548, -1.2335, -3.1595], [-1.4447, -1.0447, -1.6531], [2.6760, 2.0507, 0.2564], [1.7146, 0.1397, -4.5016], [1.2681, 1.7711, -3.1378], [1.0538, 2.8566, -5.0018], [0.7390, 1.8338, -6.0550], [0.1190, 2.1770, -7.2517], [-0.1592, 1.2063, -8.2015], [0.2102, -0.1111, -7.9737], [0.8403, -0.4584, -6.7887], [1.0867, 0.5055, -5.8172], [1.3233, -0.8030, -4.1241], [2.7981, 0.0498, -4.5907], [1.9940, 3.3591, -5.2322], [0.2795, 3.6193, -4.9325], [-0.1505, 3.2102, -7.4360], [-0.6702, 1.4774, -9.1158], [-0.0028, -0.8713, -8.7137], [1.1344, -1.4860, -6.6092]], "lowdin_charge": [0.6032, 0.0747, -0.2663, -0.0016, -0.0652, -0.0703, -0.0420, -0.1201, -0.4255, -0.4633, 0.0061, -0.0108, -0.2004, -0.6224, 0.8103, -0.0908, -0.2230, -0.0480, -0.0707, -0.0703, -0.0658, -0.0278, 0.0967, 0.1245, 0.1102, 0.1072, 0.0828, 0.0760, 0.1490, 0.1385, 0.1087, 0.0977, 0.1071, 0.1091, 0.1104, 0.1185, -0.1235, -0.5136, -0.0875, 1.0960, -0.4963, -0.1599, -0.1044, -0.2790, -0.0873, -0.0677, -0.0505, -0.0252, -0.3086, -0.2399, -0.3783, -0.0493, -0.0425, -0.0671, -0.1191, -0.3403, 1.1112, -0.5026, -0.0943, -0.1030, -0.5008, -0.1017, -0.1534, 0.0843, 0.0296, 0.0832, 0.0582, 0.0761, 0.0640, 0.0929, 0.1010, 0.0552, 0.0111, 0.0881, 0.0876, 0.0931, 0.0534, 0.0839, 0.1102, 0.1152, 0.1090, 0.1186, 0.1168, 0.1141, 0.0915, 0.1087, 0.0772, 0.0893, 0.0684, 0.0832, 0.0359, 0.0950, 0.1084, 0.0670, 0.0549, 0.0933, 0.0285, 0.0960, -0.0058, 0.3789, -0.3747, 1.3839, -0.3992, -0.2995, -0.0412, -0.0820, -0.0813, -0.0373, -0.2896, 0.0410, 0.0657, 0.0603, 0.0441, 0.1138, 0.1040, 0.1038, 0.1145]}

***

Relative energy (zero: lowest compared OMol25 entry of this formula, charge and spin) (kcal per mole)
62.9; 68.6; 0.0; 37.7; 49.6